No. 1
A molecular structure, C25H45BBr18NO4 in a non-equilibrium geometry. Source: the OMol25 dataset; level of theory: ωB97M-V/def2-TZVPD.

Calculated values
2S+1: 1
Orbital gap, eV: 5.722
Strongest force on any atom, eV Å⁻¹: 5.7
E, hartree: -47692.193517
Net charge: +1

Each line ends with the Mulliken charge.
Cartesian coordinates (Å):
C  1.2516  -7.0740  -1.2296  -1.011
O  2.6154  -6.6814  -0.7461  -0.547
B  3.1438  -5.9652  -1.7947  0.583
O  4.1474  -6.4395  -2.5836  -0.523
N  2.5013  -4.6091  -2.0212  0.308
C  1.9562  -3.9448  -0.9906  -0.579
C  1.3104  -2.7453  -1.2139  -0.700
C  1.2416  -2.1972  -2.5125  0.389
C  0.4971  -0.8926  -2.7133  0.190
O  0.7497  -0.1394  -3.5975  -0.500
O  -0.4432  -0.6031  -1.7881  -0.407
C  1.8500  -2.9011  -3.5268  -0.643
C  2.4763  -4.1160  -3.2536  -0.195
H  0.9103  -8.0046  -0.7959  0.469
H  0.5191  -6.2737  -1.1189  0.378
H  1.3775  -7.2441  -2.3270  0.234
H  3.7660  -6.8736  -3.3615  0.350
H  2.0064  -4.3519  0.0160  0.686
H  0.8549  -2.2766  -0.3421  0.653
H  -0.9295  -1.4059  -1.5429  0.348
H  1.7868  -2.5376  -4.5490  0.556
H  2.9291  -4.6967  -4.0493  0.399
Br  -1.9813  -7.0207  2.7978  -0.181
C  -0.2226  -6.7568  3.5805  -0.256
C  0.6510  -5.9380  2.6678  -0.645
Br  1.3229  -7.0003  1.1665  0.136
H  0.1822  -7.7404  3.7929  -0.023
H  -0.4006  -6.2328  4.5191  0.430
H  1.5403  -5.5958  3.1957  0.469
H  0.1335  -5.0820  2.2397  0.323
Br  -1.4239  -10.5437  2.5338  -0.126
C  -1.0871  -11.5507  4.1711  -0.554
C  -0.8917  -10.6516  5.3613  -0.583
Br  0.8838  -9.8484  5.3638  -0.153
H  -0.2295  -12.1875  3.9778  0.373
H  -1.9727  -12.1689  4.3033  0.342
H  -0.9414  -11.2258  6.2842  0.364
H  -1.6101  -9.8383  5.4046  0.352
Br  0.8660  6.7024  -4.7937  -0.136
C  1.1095  4.8077  -4.4352  -0.576
C  0.9550  4.5034  -2.9696  0.035
Br  2.5333  5.0293  -1.9553  -0.118
H  2.0828  4.5332  -4.8306  0.441
H  0.3326  4.3065  -5.0098  0.343
H  0.8592  3.4318  -2.8105  0.233
H  0.1070  5.0120  -2.5204  -0.226
Br  0.1806  8.7852  0.4743  -0.129
C  0.2035  8.7233  -1.4737  0.300
C  1.4909  9.2703  -2.0255  -0.462
Br  1.5211  11.2165  -1.9548  -0.174
H  -0.6737  9.2650  -1.8175  0.218
H  0.0969  7.6697  -1.7275  -0.352
H  1.5902  9.0211  -3.0795  0.194
H  2.3673  8.9199  -1.4890  0.406
Br  -2.9034  1.8839  1.3096  -0.132
C  -1.5516  2.2250  2.6686  -0.598
C  -0.2603  1.5092  2.3677  -0.565
Br  -0.3873  -0.3895  2.7930  -0.133
H  -1.9866  1.9382  3.6213  0.386
H  -1.3990  3.3024  2.6524  0.354
H  0.5408  1.8894  2.9986  0.362
H  0.0371  1.5811  1.3270  0.321
Br  -3.6828  7.5896  0.1544  -0.085
C  -3.8484  5.7334  -0.3881  -0.511
C  -2.6837  5.3189  -1.2447  -0.591
Br  -2.8585  6.0100  -3.0592  -0.119
H  -4.8069  5.6296  -0.8875  0.407
H  -3.8637  5.1631  0.5394  0.246
H  -2.6527  4.2355  -1.3536  0.344
H  -1.7275  5.6687  -0.8633  0.323
Br  -3.9002  10.3653  -2.7801  -0.132
C  -3.9059  12.1005  -1.8956  -0.553
C  -2.9970  12.1041  -0.6967  -0.382
Br  -3.8058  11.1829  0.8161  -0.136
H  -4.9383  12.3279  -1.6486  0.372
H  -3.5509  12.8047  -2.6456  0.331
H  -2.8236  13.1208  -0.3495  0.343
H  -2.0420  11.6218  -0.8861  0.152
Br  4.0136  -2.2436  -1.8757  0.275
C  5.5982  -1.8177  -0.8095  -0.707
C  5.8482  -0.3333  -0.7756  -0.647
Br  6.6309  0.2895  -2.4416  -0.112
H  6.4250  -2.3802  -1.2321  0.391
H  5.3814  -2.1933  0.1899  0.384
H  6.5774  -0.0880  -0.0063  0.383
H  4.9450  0.2479  -0.6133  0.360
Br  -4.1511  -1.3166  4.9767  -0.135
C  -4.2819  -3.1987  4.4966  -0.644
C  -3.0962  -3.6419  3.6846  -0.183
Br  -3.2336  -3.0191  1.8426  -0.114
H  -5.2261  -3.3281  3.9766  0.398
H  -4.3156  -3.7334  5.4438  0.392
H  -3.0591  -4.7295  3.6202  -0.076
H  -2.1510  -3.2727  4.0739  0.329



No. 2
A molecular structure, C25H45BN11S3Ti in a non-equilibrium geometry. Source: the OMol25 dataset; level of theory: ωB97M-V/def2-TZVPD.

Calculated values
2S+1: 1
Orbital gap (spin up / spin down), eV: 6.310 / 6.307
Strongest force on any atom, eV Å⁻¹: 3.1
E, hartree: -3650.830513
Net charge: +1

Each line ends with the Mulliken charge.
Cartesian coordinates (Å):
Ti  0.5864  0.0641  -0.0486  -1.275
C  5.2365  0.9690  -2.7653  -1.453
C  5.4863  0.9638  -1.2555  1.144
C  6.5984  1.9524  -0.9122  -2.102
C  5.8855  -0.4319  -0.7677  -1.429
N  4.2448  1.3492  -0.5759  0.459
C  4.0353  2.4634  0.2040  -0.180
C  2.7434  2.4363  0.6208  -1.291
N  2.1334  1.3225  0.1086  0.441
B  -0.7904  1.4042  1.1144  0.711
N  -1.5913  0.2243  1.5295  0.318
C  -1.4478  -0.3676  2.7722  -1.175
C  -2.2626  -1.4379  2.8405  -0.604
N  -2.9361  -1.5589  1.6462  0.583
C  -2.5521  -0.5046  0.8522  -0.030
S  -3.1439  -0.0725  -0.6388  -0.370
C  -3.8287  -2.6994  1.3605  1.218
C  -3.2309  -3.9382  2.0432  -1.610
C  -5.2312  -2.4101  1.9092  -1.640
C  -3.9038  -2.9888  -0.1389  -1.733
N  -1.4311  2.3593  0.1412  0.321
C  -2.3041  3.3544  0.4991  -1.187
C  -2.7551  3.9317  -0.6341  -0.303
N  -2.1508  3.3134  -1.7039  0.645
C  -1.3431  2.3501  -1.2043  0.261
S  -0.2744  1.2863  -1.9963  -0.402
C  -2.5308  3.6091  -3.0952  1.332
C  -3.7660  2.7694  -3.4298  -1.489
C  -1.3891  3.2769  -4.0477  -1.894
C  -2.8511  5.1026  -3.2215  -1.869
C  3.0649  0.6824  -0.6137  0.299
S  2.6462  -0.7846  -1.3763  -0.553
H  6.1410  0.6673  -3.2854  0.466
H  4.9589  1.9661  -3.1014  0.385
H  4.4366  0.2789  -3.0225  0.319
H  7.5097  1.6372  -1.4129  0.452
H  6.7855  1.9676  0.1590  0.463
H  6.3580  2.9574  -1.2494  0.458
H  6.8083  -0.7456  -1.2460  0.471
H  5.1105  -1.1555  -1.0071  0.308
H  6.0423  -0.4204  0.3096  0.361
H  4.7954  3.1864  0.4079  0.503
H  2.2129  3.1422  1.2332  0.657
H  -0.2291  1.9438  2.0117  -0.218
H  -0.8024  0.0492  3.5232  0.709
H  -2.4262  -2.1004  3.6642  0.655
H  -3.3426  -3.9095  3.1225  0.443
H  -2.1747  -4.0245  1.7943  0.183
H  -3.7408  -4.8272  1.6861  0.506
H  -5.1934  -2.1564  2.9667  0.343
H  -5.8644  -3.2869  1.7893  0.435
H  -5.6865  -1.5843  1.3675  0.349
H  -2.9049  -3.0329  -0.5696  0.246
H  -4.4811  -2.2313  -0.6596  0.462
H  -4.3855  -3.9509  -0.2920  0.541
H  -2.5190  3.5670  1.5255  0.591
H  -3.4577  4.7265  -0.7535  0.492
H  -3.5296  1.7100  -3.3709  0.273
H  -4.1045  3.0003  -4.4362  0.487
H  -4.5746  2.9774  -2.7329  0.350
H  -1.1808  2.2136  -4.0452  0.535
H  -0.4860  3.8102  -3.7619  0.411
H  -1.6666  3.5689  -5.0557  0.514
H  -3.7950  5.3693  -2.7547  0.450
H  -2.9319  5.3610  -4.2735  0.463
H  -2.0578  5.7052  -2.7861  0.438
C  0.8189  -3.7531  3.6475  -1.083
N  1.6277  -2.7585  2.9627  0.026
C  2.4267  -1.9598  3.8703  -1.028
C  1.1591  -2.1606  1.8105  -0.193
N  1.2206  -0.8817  1.5543  0.455
N  0.7010  -3.0539  0.8595  0.316
C  0.1149  -2.7790  -0.3517  -0.393
N  -0.0732  -3.8730  -1.1564  -0.322
N  -0.3343  -1.5941  -0.6316  0.199
H  1.4776  -4.4211  4.2038  0.396
H  0.2233  -4.3368  2.9511  0.282
H  0.1345  -3.2706  4.3534  0.324
H  2.9418  -2.6361  4.5512  0.296
H  1.8209  -1.2664  4.4673  0.342
H  3.1803  -1.4071  3.3095  0.386
H  1.5970  -0.3382  2.3296  0.115
H  0.9887  -4.0106  1.0190  0.407
H  0.5590  -4.6539  -1.0642  0.200
H  -0.3483  -3.6778  -2.1068  0.276
H  -0.8029  -1.5361  -1.5405  0.352